Entry from OMol25: a 7-piece molecular cluster, C27H51Cl12I3NO4 overall in a non-equilibrium geometry (wB97M-V/def2-TZVPD).

Last columns: bonded neighbours and bond lengths (Å).
CARTESIAN COORDINATES (ANGSTROEM)
1 C 2.276 -2.167 1.109  C2 1.646, H24 1.181, H25 1.193, H26 1.191
2 C 0.935 -2.533 0.227  C1 1.646, O3 1.498, H27 1.172, H28 1.190
3 O 0.219 -1.324 -0.292  C2 1.498, C4 1.501
4 C -0.901 -1.821 -1.159  O3 1.501, C5 1.669, H29 1.187, H30 1.170
5 C -2.158 -0.759 -0.874  C4 1.669, O6 1.463, C22 1.622, H31 1.194
6 O -1.583 0.585 -0.912  C5 1.463, C7 1.469
7 C -2.524 1.604 -1.395  O6 1.469, C8 1.672, C12 1.673, H32 1.173
8 C -1.670 3.041 -1.462  C7 1.672, C9 1.642, H33 1.181, H34 1.178
9 C -2.247 4.086 -0.334  C8 1.642, C10 1.669, H35 1.183, H36 1.172
10 C -1.181 4.117 0.950  C9 1.669, I11 2.218, H37 1.172, H38 1.177
11 I -2.396 4.767 2.689  C10 2.218
12 C -2.878 1.154 -2.967  C7 1.673, I13 2.232, N14 1.508, H39 1.173
13 I -1.024 0.623 -4.089  C12 2.232
14 N -3.805 -0.030 -2.847  C12 1.508, C15 1.543, C22 1.501, H40 1.064
15 C -5.227 0.556 -2.735  N14 1.543, C16 1.639, H41 1.194, H42 1.180
16 C -6.412 -0.566 -2.880  C15 1.639, C17 1.650, H43 1.194, H44 1.170
17 C -7.161 -0.962 -1.464  C16 1.650, O18 1.500, H45 1.183, H46 1.172
18 O -8.399 -0.154 -1.211  C17 1.500, C19 1.500
19 C -8.859 -0.678 0.117  O18 1.500, C20 1.666, O21 1.359
20 C -8.235 -0.144 1.566  C19 1.666, H47 1.193, H48 1.193, H49 1.192
21 O -9.803 -1.650 0.231  C19 1.359
22 C -3.481 -1.027 -1.774  C5 1.622, N14 1.501, I23 2.233, H50 1.191
23 I -3.415 -3.009 -2.800  C22 2.233
24 H 2.123 -1.267 1.858  C1 1.181
25 H 2.705 -3.126 1.673  C1 1.193
26 H 3.146 -1.827 0.370  C1 1.191
27 H 0.261 -3.213 0.905  C2 1.172
28 H 1.208 -3.162 -0.745  C2 1.190
29 H -1.133 -2.911 -0.750  C4 1.187
30 H -0.522 -1.800 -2.266  C4 1.170
31 H -2.462 -0.963 0.263  C5 1.194
32 H -3.489 1.698 -0.736  C7 1.173
33 H -1.669 3.495 -2.552  C8 1.181
34 H -0.547 2.810 -1.191  C8 1.178
35 H -3.294 3.734 0.087  C9 1.183
36 H -2.290 5.149 -0.825  C9 1.172
37 H -0.300 4.873 0.795  C10 1.172
38 H -0.706 3.062 1.166  C10 1.177
39 H -3.325 2.090 -3.515  C12 1.173
40 H -3.799 -0.524 -3.789  N14 1.064
41 H -5.346 1.286 -3.672  C15 1.194
42 H -5.359 1.243 -1.784  C15 1.180
43 H -7.258 -0.071 -3.562  C16 1.194
44 H -6.088 -1.556 -3.415  C16 1.170
45 H -7.529 -2.084 -1.534  C17 1.183
46 H -6.497 -0.820 -0.509  C17 1.172
47 H -8.890 0.741 2.026  C20 1.193
48 H -7.128 0.272 1.402  C20 1.193
49 H -8.115 -1.032 2.351  C20 1.192
50 H -4.402 -1.124 -1.026  C22 1.191
51 Cl 5.509 -1.913 -0.442  C52 1.781
52 C 6.109 -3.114 0.729  Cl51 1.781, C53 1.520, H55 1.094, H56 1.094
53 C 6.221 -2.541 2.133  C52 1.520, Cl54 1.782, H57 1.094, H58 1.095
54 Cl 7.515 -1.324 2.262  C53 1.782
55 H 7.072 -3.488 0.369  C52 1.094
56 H 5.397 -3.944 0.723  C52 1.094
57 H 6.465 -3.338 2.841  C53 1.094
58 H 5.284 -2.075 2.455  C53 1.095
59 Cl 3.030 -2.477 -2.573  C60 1.781
60 C 2.972 -3.405 -4.092  Cl59 1.781, C61 1.520, H63 1.094, H64 1.094
61 C 1.754 -3.056 -4.933  C60 1.520, Cl62 1.782, H65 1.094, H66 1.095
62 Cl 0.237 -3.612 -4.183  C61 1.782
63 H 2.996 -4.470 -3.841  C60 1.094
64 H 3.885 -3.165 -4.645  C60 1.094
65 H 1.823 -3.546 -5.908  C61 1.094
66 H 1.675 -1.977 -5.099  C61 1.095
67 Cl 10.277 3.781 0.540  C68 1.781
68 C 9.595 2.697 1.778  Cl67 1.781, C69 1.520, H71 1.094, H72 1.094
69 C 8.253 2.118 1.358  C68 1.520, Cl70 1.781, H73 1.094, H74 1.095
70 Cl 6.973 3.356 1.304  C69 1.781
71 H 9.516 3.258 2.715  C68 1.094
72 H 10.318 1.890 1.924  C68 1.094
73 H 7.932 1.363 2.080  C69 1.094
74 H 8.309 1.645 0.372  C69 1.095
75 Cl 3.276 -0.474 4.625  C76 1.781
76 C 1.556 -0.516 5.083  Cl75 1.781, C77 1.520, H79 1.094, H80 1.094
77 C 1.085 -1.921 5.420  C76 1.520, Cl78 1.782, H81 1.094, H82 1.095
78 Cl 1.039 -2.977 3.986  C77 1.782
79 H 0.975 -0.082 4.263  C76 1.094
80 H 1.446 0.132 5.958  C76 1.094
81 H 0.067 -1.887 5.820  C77 1.094
82 H 1.729 -2.394 6.169  C77 1.095
83 Cl 5.684 8.856 0.610  C84 1.781
84 C 6.635 7.908 -0.560  Cl83 1.781, C85 1.520, H87 1.094, H88 1.094
85 C 7.524 6.880 0.121  C84 1.520, Cl86 1.782, H89 1.094, H90 1.095
86 Cl 8.849 7.639 1.038  C85 1.782
87 H 7.218 8.606 -1.169  C84 1.094
88 H 5.918 7.403 -1.214  C84 1.094
89 H 7.989 6.235 -0.630  C85 1.094
90 H 6.955 6.247 0.808  C85 1.095
91 Cl -3.918 -4.459 0.889  C92 1.781
92 C -5.624 -4.582 1.388  Cl91 1.781, C93 1.520, H95 1.094, H96 1.094
93 C -6.203 -3.235 1.790  C92 1.520, Cl94 1.781, H97 1.094, H98 1.095
94 Cl -5.492 -2.622 3.304  C93 1.781
95 H -5.688 -5.308 2.204  C92 1.094
96 H -6.175 -4.982 0.532  C92 1.094
97 H -7.279 -3.330 1.962  C93 1.094
98 H -6.048 -2.481 1.013  C93 1.095

Summary:
Frontier orbital gap = 7.71 eV
Max |F| = 9.37 eV/A
Molecular weight = 1259.856 g mol⁻¹
HOMO level = -0.42021 Eh
Net charge = +1

Results of the Löwdin charge analysis, in e, for atoms 1 through 5: C -0.148; C -0.256; O -0.215; C -0.220; C -0.261

***

Entry from OMol25: a 6-piece molecular cluster, C27H51F3O18 overall in a non-equilibrium geometry (wB97M-V/def2-TZVPD).

Last columns: bonded neighbours and bond lengths (Å).
CARTESIAN COORDINATES (ANGSTROEM)
1 O -2.126 -0.923 -3.229  C2 1.223
2 C -1.166 -0.340 -2.745  O1 1.223, O3 1.331, O7 1.367
3 O -0.899 0.945 -2.969  C2 1.331, C4 1.445
4 C 0.320 1.327 -2.294  O3 1.445, C5 1.519, H8 1.085, H9 1.126
5 C 0.582 0.089 -1.455  C4 1.519, F6 1.373, O7 1.422, H10 1.038
6 F 0.320 0.300 -0.124  C5 1.373
7 O -0.262 -0.955 -1.923  C2 1.367, C5 1.422
8 H 1.100 1.517 -3.024  C4 1.085
9 H -0.020 2.175 -1.636  C4 1.126
10 H 1.554 -0.275 -1.495  C5 1.038
11 O -2.760 -4.765 -6.447  C12 1.207
12 C -3.311 -4.356 -5.453  O11 1.207, O13 1.327, O17 1.344
13 O -4.624 -4.398 -5.261  C12 1.327, C14 1.447
14 C -4.944 -3.672 -4.051  O13 1.447, C15 1.461, H18 1.105, H19 1.100
15 C -3.669 -3.581 -3.343  C14 1.461, F16 1.321, O17 1.414, H20 1.067
16 F -3.391 -4.558 -2.499  C15 1.321
17 O -2.748 -3.732 -4.405  C12 1.344, C15 1.414
18 H -5.330 -2.674 -4.328  C14 1.105
19 H -5.685 -4.172 -3.410  C14 1.100
20 H -3.391 -2.665 -2.872  C15 1.067
21 O 5.220 -0.305 1.809  C22 1.190
22 C 4.435 0.574 1.648  O21 1.190, O23 1.365, O27 1.301
23 O 4.679 1.847 2.077  C22 1.365, C24 1.447
24 C 3.559 2.670 1.676  O23 1.447, C25 1.507, H28 1.098, H29 1.058
25 C 2.723 1.703 0.878  C24 1.507, F26 1.349, O27 1.359, H30 1.099
26 F 2.637 2.071 -0.417  C25 1.349
27 O 3.306 0.482 1.009  C22 1.301, C25 1.359
28 H 3.034 3.191 2.488  C24 1.098
29 H 3.980 3.411 1.048  C24 1.058
30 H 1.701 1.703 1.282  C25 1.099
31 C 4.784 2.192 5.381  O32 1.462, H40 1.106, H41 1.054, H42 1.071
32 O 3.415 2.565 5.732  C31 1.462, C33 1.423
33 C 2.448 1.965 4.878  O32 1.423, C34 1.496, H43 1.133, H44 1.111
34 C 1.802 0.715 5.385  C33 1.496, O35 1.459, H45 1.079, H46 1.119
35 O 0.857 0.941 6.474  C34 1.459, C36 1.416
36 C -0.034 -0.150 6.621  O35 1.416, C37 1.547, H47 1.099, H48 1.078
37 C -1.284 -0.137 5.711  C36 1.547, O38 1.370, H49 1.129, H50 1.080
38 O -0.943 -0.541 4.447  C37 1.370, C39 1.436
39 C -0.746 -1.958 4.318  O38 1.436, H51 1.084, H52 1.127, H53 1.119
40 H 4.876 1.178 4.951  C31 1.106
41 H 5.350 2.097 6.266  C31 1.054
42 H 5.310 2.888 4.759  C31 1.071
43 H 2.925 1.622 3.909  C33 1.133
44 H 1.705 2.730 4.566  C33 1.111
45 H 2.590 0.107 5.803  C34 1.079
46 H 1.262 0.275 4.510  C34 1.119
47 H -0.220 -0.229 7.701  C36 1.099
48 H 0.480 -1.069 6.391  C36 1.078
49 H -1.651 0.930 5.687  C37 1.129
50 H -2.003 -0.815 6.145  C37 1.080
51 H -1.632 -2.372 3.851  C39 1.084
52 H -0.568 -2.481 5.300  C39 1.127
53 H 0.155 -2.185 3.695  C39 1.119
54 C -2.522 -1.949 0.539  O55 1.415, H63 1.124, H64 1.065, H65 1.124
55 O -3.255 -1.450 1.642  C54 1.415, C56 1.474
56 C -4.476 -0.855 1.069  O55 1.474, C57 1.550, H66 1.091, H67 1.116
57 C -5.372 -0.083 2.072  C56 1.550, O58 1.423, H68 1.092, H69 1.100
58 O -5.020 1.286 2.227  C57 1.423, C59 1.403
59 C -3.758 1.391 2.832  O58 1.403, C60 1.533, H70 1.098, H71 1.122
60 C -2.988 2.580 2.244  C59 1.533, O61 1.385, H72 1.088, H73 1.136
61 O -2.647 2.170 0.966  C60 1.385, C62 1.436
62 C -1.697 3.053 0.351  O61 1.436, H74 1.077, H75 1.089, H76 1.104
63 H -3.065 -2.734 -0.055  C54 1.124
64 H -1.582 -2.341 0.849  C54 1.065
65 H -2.312 -1.095 -0.162  C54 1.124
66 H -5.077 -1.615 0.569  C56 1.091
67 H -4.186 -0.077 0.324  C56 1.116
68 H -5.381 -0.536 3.067  C57 1.092
69 H -6.392 -0.153 1.667  C57 1.100
70 H -3.093 0.556 2.575  C59 1.098
71 H -3.803 1.560 3.941  C59 1.122
72 H -2.086 2.721 2.833  C60 1.088
73 H -3.568 3.555 2.301  C60 1.136
74 H -1.581 2.657 -0.644  C62 1.077
75 H -0.771 2.967 0.917  C62 1.089
76 H -1.909 4.133 0.266  C62 1.104
77 C -0.243 2.854 -5.522  O78 1.376, H86 1.074, H87 1.094, H88 1.136
78 O 0.814 1.984 -5.379  C77 1.376, C79 1.435
79 C 0.479 0.710 -5.949  O78 1.435, C80 1.532, H89 1.043, H90 1.077
80 C 1.531 -0.349 -5.606  C79 1.532, O81 1.398, H91 1.121, H92 1.098
81 O 1.415 -0.779 -4.281  C80 1.398, C82 1.412
82 C 2.292 -1.868 -4.085  O81 1.412, C83 1.546, H93 1.095, H94 1.060
83 C 3.668 -1.298 -3.671  C82 1.546, O84 1.381, H95 1.115, H96 1.101
84 O 4.349 -2.311 -3.023  C83 1.381, C85 1.404
85 C 5.713 -2.094 -2.769  O84 1.404, H97 1.097, H98 1.091, H99 1.053
86 H -0.554 3.028 -6.534  C77 1.074
87 H 0.125 3.831 -5.194  C77 1.094
88 H -1.199 2.585 -4.970  C77 1.136
89 H 0.409 0.790 -6.986  C79 1.043
90 H -0.458 0.314 -5.595  C79 1.077
91 H 2.561 -0.045 -5.924  C80 1.121
92 H 1.277 -1.182 -6.275  C80 1.098
93 H 2.496 -2.624 -4.851  C82 1.095
94 H 2.008 -2.339 -3.178  C82 1.060
95 H 3.572 -0.497 -2.902  C83 1.115
96 H 4.245 -0.958 -4.544  C83 1.101
97 H 6.341 -2.195 -3.663  C85 1.097
98 H 6.092 -2.990 -2.274  C85 1.091
99 H 5.910 -1.211 -2.231  C85 1.053

Summary:
Frontier orbital gap = 9.59 eV
Structure (SMILES) = O=C1OC[C@@H](F)O1.O=C1OC[C@@H](F)O1.O=C1OC[C@@H](F)O1.COCCOCCOC.COCCOCCOC.COCCOCCOC
Energy above the lowest of the compared OMol25 structures with the same formula, charge and spin = 0.0 kcal per mole
Max |F| = 3.68 eV/A
Molecular weight = 720.681 g mol⁻¹
HOMO level = -0.34119 Eh
Net charge = 0

Results of the Löwdin charge analysis, in e, for atoms 1 through 5: O 0.125; C -0.526; O 0.059; C -0.023; C -0.287